Formula: C15H32AlBBr3Cl3CsF4LiN3NaO7SSi
Source: the Open Molecules 2025 dataset
Level of theory: ωB97M-V/def2-TZVPD

Geometry as XYZ:
```
74
Properties=species:S:1:pos:R:3:forces:R:3:lowdin_charge:R:1
Cs 2.4096 -1.4417 0.1574 11.06 1.24 -1.66 1.080
Br 0.0372 -1.3844 -0.0504 -11.52 -1.28 -0.19 0.334
Br 2.4096 3.0015 -0.8458 -0.32 -2.09 2.00 -0.461
Br -2.8170 -5.0761 1.3762 2.04 1.49 -0.23 0.726
Cl 4.4658 6.9955 -3.3424 -0.47 -0.38 -0.41 0.630
Cl 2.6324 4.8130 -2.7437 0.26 0.99 -1.33 0.296
Cl 2.1235 6.5599 -5.0179 -0.56 0.46 -0.69 0.540
S -5.4265 1.8741 -4.7427 -0.87 0.28 -0.64 0.681
Si 0.3345 -4.3092 2.1714 -1.03 -3.11 1.23 0.401
Al 6.0096 -1.3958 4.8706 1.29 -0.51 1.24 1.176
Na -0.5904 7.5160 -6.5329 0.36 0.64 -0.19 0.799
F 6.5382 7.0041 -5.7562 0.20 1.19 0.18 -0.005
F 7.9245 8.7501 -6.5722 -1.28 -0.48 1.19 0.026
F 7.4373 8.6067 -4.2531 -0.71 -0.32 -1.34 0.013
F 5.7383 9.2392 -5.7860 1.03 -0.96 0.25 0.009
O -5.2421 0.2539 -4.7041 -0.20 0.93 0.46 -0.183
O -6.6904 2.2050 -4.1268 1.77 -0.43 -1.04 -0.220
O -0.7919 4.0368 -4.7244 -1.65 4.54 0.17 0.052
O -4.2283 2.2479 -3.7023 -0.25 -0.28 -0.68 -0.209
O -2.8057 6.8721 -4.0162 1.72 -3.73 -0.70 0.017
O -5.0443 2.3404 -6.0571 -0.56 -0.36 1.89 -0.230
O -5.1783 -6.2264 6.3219 -0.27 0.35 -0.20 -0.070
N 1.7670 -3.2624 2.1060 -0.08 0.86 1.49 -0.338
N 0.7688 -6.0335 1.7171 -1.42 0.90 1.56 -0.083
N -1.8447 -2.3256 4.2357 1.77 -5.41 0.35 0.078
C 3.3716 5.7829 -4.0291 1.17 0.10 0.88 -1.460
C 2.7866 -0.2885 4.0119 0.30 -0.13 -0.15 -0.136
C -1.0709 5.3470 -4.6877 6.12 -3.40 -2.07 -0.302
C -1.2141 -3.8218 1.1921 -1.34 4.08 -3.66 -0.615
C -2.5105 5.5644 -4.0205 -6.22 2.39 3.19 -0.245
C -1.5954 -3.6712 4.3969 -1.60 1.92 0.01 -0.381
C -1.4439 -2.6676 0.2892 -2.15 -3.52 1.93 -0.599
C 3.7220 -2.7510 3.8391 0.36 0.29 -0.10 -0.222
C -3.7407 1.0552 -3.0901 -0.05 -0.48 0.38 -0.186
C -2.8925 -2.3583 -0.4877 1.30 0.54 0.44 -0.128
C 2.9700 -3.8099 2.8401 0.82 -1.20 0.03 -0.234
C 3.9206 -1.2402 3.2344 -2.16 0.29 -0.04 -0.327
C -2.8185 -4.6528 4.9789 1.60 0.37 0.24 -0.100
C -0.1790 -4.4266 4.0642 -0.10 0.94 1.35 -0.204
C -3.9840 -0.0550 -4.1088 0.62 0.14 -0.16 -0.178
B 6.9095 8.4001 -5.5919 0.49 0.37 -0.23 -1.085
Li 2.8985 1.7218 4.7424 -0.04 1.55 0.99 0.815
H 3.0866 -0.2403 5.1644 -0.62 -0.16 -2.06 0.090
H -3.2244 -0.0395 -4.8975 0.01 -0.03 0.13 0.137
H 4.8195 -3.1701 4.0529 -2.20 0.25 -0.33 0.054
H 4.9690 -0.7753 3.4953 -2.14 -0.27 -1.49 -0.097
H -2.4598 5.0596 -3.0396 0.89 0.67 0.09 0.144
H -0.1517 -5.5418 4.4382 -0.35 2.24 -0.70 0.101
H -5.7169 -5.6660 6.9006 0.15 -0.26 -0.11 0.049
H -1.1053 5.8803 -5.6537 -0.88 -1.13 -0.35 0.055
H -2.9529 -5.6085 4.2963 0.23 2.18 1.36 0.059
H -3.1988 4.8969 -4.5685 0.45 0.54 -0.98 0.138
H 0.9931 -6.5139 2.6403 -0.19 0.59 -1.62 0.045
H -3.6981 -2.0697 0.3203 1.64 -0.78 -1.58 0.110
H -2.6817 1.1607 -2.8395 -0.15 0.22 -0.19 0.134
H 2.7120 0.7922 3.5347 0.09 -2.88 -0.39 0.057
H 0.6615 -3.8586 4.6892 -1.68 -1.09 -1.09 0.083
H -0.3806 5.9909 -4.1131 -0.47 -0.67 1.00 0.102
H -4.0082 -1.0453 -3.6479 -0.28 0.15 -0.13 0.127
H -2.4021 -5.0572 6.0194 -1.12 0.91 -2.15 0.104
H 3.1429 -2.6607 4.8537 1.17 -0.33 -1.80 0.137
H -3.8015 -4.0361 5.1277 2.07 -1.30 -0.37 0.092
H -3.1791 -3.3278 -1.0775 0.46 2.02 1.12 0.091
H -4.3155 0.8828 -2.1744 0.03 -0.02 -0.05 0.130
H -0.9703 -1.8911 3.8679 -0.46 -0.23 0.22 0.001
H -5.6094 -6.1526 5.4572 0.07 -0.12 0.33 0.040
H 3.9545 5.1172 -4.6709 -0.25 0.34 0.01 0.035
H 3.7701 -1.1772 2.0529 0.99 -0.05 3.29 -0.018
H 3.7508 -4.2154 2.0450 -1.56 0.93 1.65 0.155
H -2.7228 -1.4099 -1.1885 -0.41 -2.30 1.44 0.075
H 1.7068 -0.7427 3.9698 2.12 0.81 0.09 0.116
H 2.6354 -4.7573 3.4664 0.98 1.98 -0.99 0.133
H -0.1501 -6.4926 1.4376 1.52 0.64 0.16 0.035
H 1.4610 -2.3208 2.4861 0.47 -1.60 -0.21 0.014
```
Forces are in eV/Å.

Calculated values
HOMO level = -11.04 eV
LUMO level = -8.96 eV
Kohn-Sham gap = 2.082 eV
2S+1 = 1
Total charge = +2
Total energy = -324568.204 eV